196
Properties=species:S:1:pos:R:3 method="wB97M-V/def2-TZVPD" e_tot_ha=-4020.81043 charge=+3 multiplicity=1
H -4.85 1.06 9.20
C 1.47 -3.79 2.15
H -1.67 -2.32 7.57
H 3.48 4.31 0.26
C -4.84 2.69 -1.47
C -0.05 6.81 1.15
C -4.26 4.64 1.00
H -2.27 -1.47 9.64
H -0.46 -4.17 1.19
H -0.87 -6.15 0.37
H -3.36 4.82 1.65
H 0.66 3.36 -3.19
N 5.27 0.63 -0.34
H 4.46 -1.40 2.10
C -0.50 1.52 -9.07
H -1.52 1.75 -8.92
H 0.98 0.58 -7.86
H 6.78 -0.98 -3.87
H 3.80 -5.76 0.51
O -4.47 1.62 2.09
H 5.26 -3.24 -2.66
C -0.49 1.44 -6.60
H 6.61 -0.55 -1.63
C -4.32 1.44 -2.22
H 2.77 2.69 -4.12
H -2.01 0.41 6.26
H -1.45 -4.39 -1.04
O -5.09 0.65 4.23
N 0.21 0.94 -5.29
H -3.42 -2.66 7.51
C -6.03 5.40 -0.26
H -1.85 -1.21 5.18
H -6.07 5.34 1.91
H 3.07 -5.19 2.52
F -3.66 2.66 4.10
H 3.85 -2.70 -1.83
H 0.43 -1.05 -5.95
H 0.00 -4.54 -2.08
C 5.14 -0.96 -5.19
H -0.51 0.97 -10.04
H -1.94 -2.98 2.96
H 6.60 1.19 -1.96
C 5.96 -0.23 -4.10
C -3.53 3.39 -1.04
H -2.89 -4.44 3.11
C -1.13 -3.24 -6.29
H -0.91 -6.23 -3.32
H 2.23 -5.96 -1.40
N -3.69 4.85 -0.47
H -2.65 -2.75 -4.76
H -1.55 -3.67 5.16
H -0.88 7.48 0.91
C -2.33 5.58 -0.67
H 4.40 1.01 -3.07
C 0.58 -4.00 0.86
C -2.84 -3.40 3.45
H 4.11 5.16 -1.15
H -2.20 -6.67 -2.19
O -0.80 -0.40 2.37
H -3.61 1.84 -2.94
H 3.54 -4.07 0.61
H 5.91 0.86 2.76
H 0.16 1.67 8.66
H 5.81 3.24 -0.59
C -0.14 -5.99 -0.44
H -0.12 -3.09 -6.63
C 4.27 1.76 -0.47
H 4.00 1.97 0.55
H 3.76 -4.06 -2.99
S -1.42 0.83 2.65
H -3.56 -1.46 5.16
C 3.54 -4.88 -0.10
H -3.03 2.77 -0.28
H 5.83 -1.40 -5.96
H 5.51 -4.43 -0.54
C -4.38 -0.90 9.73
H -0.56 -0.32 -7.89
H -0.33 6.26 2.07
H -1.58 1.45 -6.27
C -1.13 4.79 -0.13
H 1.42 1.01 7.61
H -1.28 1.96 -4.25
H 4.55 -1.79 -4.76
H -2.46 6.54 -0.10
H -4.50 6.63 -1.05
H 2.06 0.54 -4.46
H 6.67 -0.69 2.22
C 0.36 1.22 7.74
H -4.99 6.57 1.22
H -5.42 2.33 -0.67
H 3.46 1.34 -1.12
H -1.49 4.33 0.83
H -5.43 3.35 -2.11
H 0.63 -3.20 0.16
C 4.35 -3.59 -2.17
N -2.80 0.36 3.65
O 1.45 -0.16 -2.38
H 4.43 -0.32 -5.75
H -6.17 -0.13 8.68
H -2.19 1.25 7.89
H -4.56 3.55 1.03
C 5.97 0.37 -1.68
H -2.20 -0.60 -4.42
C 1.48 -6.19 1.49
H -2.17 -5.23 -3.17
C -0.79 -5.11 -1.50
O -1.74 1.70 1.60
H -1.75 -2.93 -7.09
H -3.71 -2.91 3.03
C 4.84 3.05 -0.98
H -0.14 2.47 -6.71
C -4.82 5.62 -1.15
C 4.55 -0.59 0.13
N -2.90 -0.69 7.81
C -2.62 -1.88 5.61
C 1.00 -0.88 -1.46
C 1.95 2.57 -4.81
H -4.92 -1.07 7.02
F -0.43 1.46 3.59
C 6.41 0.90 0.73
H 0.30 6.28 -0.91
C -1.54 -0.98 -5.19
H 0.06 1.26 -3.20
H 4.32 -0.72 -2.81
H 3.55 -0.74 -0.38
H 5.01 3.05 -2.06
C -0.06 -0.53 -5.10
H 0.10 3.78 -4.77
H 0.50 -6.54 1.80
S -4.04 1.23 3.47
H -0.77 -0.86 -0.19
H -2.39 5.86 -1.73
H -5.06 0.78 -2.67
H 6.53 0.62 -4.51
H -0.51 -0.38 8.76
H -4.86 5.40 -2.20
C -5.36 5.56 1.11
H -0.09 -0.79 7.07
C 0.13 5.71 0.01
H 2.15 3.29 -5.60
C -0.54 -0.03 7.72
H -1.06 -0.07 -1.55
N 1.04 -5.32 0.29
C 5.05 0.15 -2.91
H -1.00 -2.78 -4.15
C -4.35 -0.24 7.48
C -1.90 0.38 7.34
C 6.01 0.13 1.96
O 1.71 -1.62 -0.68
H 0.48 -0.89 -4.21
H 1.00 5.10 0.20
H 3.81 0.27 2.05
H -2.54 0.26 9.68
H 0.84 7.37 1.39
H -0.96 -1.84 -1.68
C -2.61 -2.00 7.12
H 1.77 -4.34 -1.37
H -1.26 -4.31 -6.21
H -3.87 0.81 -1.46
C -5.10 0.07 8.76
C -0.08 0.69 -7.89
C 1.69 1.15 -5.27
H -6.45 4.40 -0.33
H -2.89 3.50 -1.94
C 0.61 3.03 -4.21
C -0.21 1.80 -4.10
H 0.09 1.94 6.96
H -1.96 -0.83 -6.18
C 2.11 -5.17 -0.71
C 4.58 -0.41 1.71
H -3.23 -4.00 5.45
H 6.42 1.97 0.85
C -2.93 -0.68 9.33
H 2.14 -7.04 1.16
H 7.33 0.48 0.33
H -4.64 -0.61 10.78
H 4.78 -5.61 -1.71
H 2.15 0.83 -6.17
H 0.07 2.46 -9.19
C 4.62 -4.69 -1.15
C 1.99 -5.21 2.52
H 1.70 -5.57 3.51
H 5.19 -1.46 -0.09
H 0.82 -3.47 2.97
C -0.51 -0.96 -1.24
H -4.69 -1.94 9.48
C -2.55 -3.27 4.96
H -4.26 0.56 6.74
C -1.60 -2.50 -5.05
H 2.29 -3.11 1.98
C 3.78 4.17 -0.78
H -6.78 6.18 -0.44
C -1.56 -5.89 -2.57
H -1.00 3.94 -0.77
H 2.88 3.94 -1.32
H 0.24 -6.93 -0.86